93
Properties=species:S:1:pos:R:3:mulliken_charge:R:1 method="wB97M-V/def2-TZVPD" de_lowest_kj_mol=0.0 total_charge=+1 lumo_ev=-5.59 orbital_gap_ev=5.1 homo_ev=-10.660 max_force_ha_per_bohr=0.044
Cl 6.37536 4.34972 -5.34416 -0.133
C 5.02698 3.63102 -4.58533 0.405
C 4.44529 4.25840 -3.46810 -0.872
C 3.27987 3.73465 -2.91475 -0.203
C 2.60475 2.65797 -3.55983 0.188
C 1.19431 2.52503 -3.41467 1.445
C 0.35102 1.88628 -4.48788 -0.913
C -0.85051 2.87224 -4.65310 -0.866
C -0.77971 3.71081 -3.40659 -0.968
C 0.40544 3.50361 -2.75029 -0.312
C 3.32766 1.91444 -4.53549 -0.195
C 4.49978 2.42441 -5.07613 -0.780
H 4.89853 5.16143 -3.06151 0.419
H 2.81044 4.23928 -2.07291 0.365
H 0.88403 1.80009 -5.43972 0.665
H 0.03089 0.88034 -4.17269 0.240
H -0.64151 3.51296 -5.53030 0.457
H -1.82246 2.37978 -4.81072 0.420
H -1.57265 4.39394 -3.10593 0.407
H 0.74159 4.08429 -1.90183 0.454
H 2.89730 0.99608 -4.92415 0.564
H 5.00492 1.91593 -5.89085 0.430
C -0.17361 2.92586 0.38406 -0.949
Si -0.49886 2.08030 2.00168 -0.353
C 0.64300 2.74442 3.31887 -1.240
C -2.26999 2.54679 2.50558 0.796
C -2.98084 1.66183 3.33143 -0.288
C -4.28461 1.96733 3.74207 -0.715
C -4.87963 3.16927 3.34836 -0.522
C -4.17435 4.05873 2.53227 -0.602
C -2.87202 3.75179 2.11208 -0.281
C -0.41039 0.21974 2.00832 -0.372
Si 0.52832 -0.79794 0.69866 -0.081
H 0.85186 0.11991 -0.57449 -0.233
C 1.99029 -1.70350 1.50392 -0.498
Si 1.76207 -2.92937 2.96144 0.356
C 2.93355 -2.53397 4.35755 -1.213
C 0.01753 -2.95024 3.62117 -1.133
C 2.17124 -4.73511 2.46801 0.844
C 1.48753 -5.79796 3.08613 -0.372
C 1.86809 -7.12504 2.83699 -0.568
C 2.91889 -7.40692 1.96001 -0.468
C 3.59141 -6.35412 1.33168 -0.591
C 3.22671 -5.02321 1.58198 -0.444
C -0.64258 -2.24228 0.32655 -0.394
Si -1.51185 -2.16348 -1.32655 -0.366
C -0.30715 -2.29123 -2.73343 -1.035
C -2.69886 -3.59850 -1.38974 -1.120
C -2.50638 -0.55830 -1.38272 0.077
C -2.14625 0.49031 -2.23685 0.859
C -2.88531 1.67694 -2.22312 -0.244
C -3.91601 1.87047 -1.30274 -0.673
C -4.26410 0.83606 -0.43794 -0.673
C -3.59083 -0.38485 -0.50515 -0.393
H 0.82520 2.66319 0.00900 0.326
H -0.91729 2.63869 -0.37319 0.263
H -0.21781 4.02206 0.50723 0.485
H 1.64538 2.31860 3.18719 0.363
H 0.70940 3.83729 3.24768 0.340
H 0.27339 2.47991 4.31793 0.349
H -2.52034 0.72290 3.65596 0.383
H -4.82610 1.25716 4.36948 0.396
H -5.88790 3.41111 3.68060 0.389
H -4.63113 4.99965 2.22346 0.388
H -2.32784 4.46325 1.48246 0.253
H 0.01936 -0.06537 2.98644 0.367
H -1.44636 -0.16068 2.01233 0.215
H 2.48155 -2.27731 0.68897 0.176
H 2.72474 -0.93706 1.82149 0.421
H 2.74667 -1.52651 4.75249 0.357
H 2.80911 -3.25756 5.17669 0.323
H 3.97463 -2.58611 4.01201 0.337
H -0.32163 -1.94685 3.90099 0.289
H -0.69224 -3.36052 2.89421 0.352
H -0.03679 -3.57810 4.52280 0.481
H 0.65290 -5.59763 3.76829 0.231
H 1.33038 -7.93591 3.32857 0.375
H 3.20438 -8.43949 1.76010 0.372
H 4.40548 -6.56324 0.63731 0.368
H 3.77000 -4.20971 1.08415 0.265
H -0.07881 -3.19126 0.38527 0.515
H -1.42397 -2.29481 1.10751 0.268
H 0.07334 -3.32452 -2.76833 0.384
H -0.78658 -2.07781 -3.70082 0.364
H 0.54978 -1.61709 -2.60414 0.244
H -2.13781 -4.53411 -1.26670 0.349
H -3.44471 -3.53320 -0.58807 0.322
H -3.22172 -3.62744 -2.35435 0.357
H -1.28888 0.38712 -2.90816 -0.081
H -2.65700 2.47873 -2.92347 0.007
H -4.44212 2.82529 -1.27305 0.398
H -5.05905 0.97901 0.29275 0.408
H -3.91782 -1.19808 0.14774 0.275